C9H17Br | ωB97M-V with the def2-TZVPD basis set

Properties
M (g mol⁻¹): 205.139
Energy relative to the best compared isomer or geometry (same formula, charge and spin) (kJ/mol): 77.94

Atoms and positions in Å:
C -1.82147 -0.60844 2.54550
C -0.53150 -0.83880 2.55947
C 0.26650 -1.56214 -1.10580
C 2.05960 -1.62482 0.56587
C 0.26076 2.70821 -1.58955
C -1.38895 1.50551 -0.13502
C 1.38751 -0.78834 -0.63411
C -0.15907 1.29965 -1.02364
C 0.78649 0.47920 -0.25067
Br 1.64684 1.37770 1.23725
H -2.25742 0.26244 2.91098
H -2.61381 -1.30695 2.13796
H 0.16280 -0.21100 3.00477
H 0.35635 -2.42951 -1.88528
H -0.28844 -1.76448 2.19549
H -0.72620 -1.39863 -0.47429
H 3.18174 -1.32696 0.60398
H 1.90464 -2.65062 0.27956
H 1.36243 -1.37429 1.46796
H -0.46502 3.30516 -1.06743
H 0.10715 2.56611 -2.62623
H 1.26500 2.93314 -1.16253
H -1.98775 2.28284 -0.72823
H -1.06640 1.86080 0.89985
H -1.96094 0.48052 -0.00111
H 2.15662 -0.69762 -1.52318
H -0.42040 0.61419 -1.94472

Here are the Mulliken charges for atoms 1 to 8, given in e:
1 C -0.69
2 C -0.52
3 C -1.11
4 C -1.15
5 C -1.27
6 C -1.10
7 C 1.02
8 C 0.52